Here is the molecule C8H3F5O4S from the Open Molecules 2025 dataset. Energies are from the ωB97M-V functional and the def2-TZVPD basis.

```
21
Properties=species:S:1:pos:R:3:forces:R:3
O 3.94294 1.12296 2.28989 -5.18 -3.79 -6.42
C 3.16906 0.57362 1.32138 3.09 1.82 3.42
C 3.72375 0.30430 -0.23222 -3.02 0.37 -2.26
C 2.74909 0.42431 -1.37643 2.01 -0.55 4.46
C 1.17750 0.80517 -0.95395 -1.33 2.94 -3.94
O 0.48668 1.58320 -1.79182 3.80 -5.07 5.54
C 0.65243 0.21260 0.48205 3.63 0.40 1.52
S -1.12879 -0.39658 0.80972 1.28 -2.03 8.94
O -1.58104 0.39900 2.09476 0.99 -1.97 -5.70
O -0.97936 -1.88076 1.24358 -0.64 4.64 -3.12
C -2.28563 -0.11004 -0.63465 -0.18 2.93 -3.61
F -1.63782 -0.55748 -1.88903 -2.09 1.19 4.18
F -2.48099 1.38212 -0.76987 0.66 -4.96 0.52
C -3.77617 -0.77374 -0.47888 -3.79 -2.15 -1.01
F -4.85310 0.17526 -0.11496 4.25 -3.29 -1.14
F -3.85785 -1.93249 0.43964 0.55 4.35 -3.14
F -4.13908 -1.30749 -1.84485 1.22 1.87 4.69
C 1.61115 0.08846 1.63838 -2.28 0.49 -4.04
H 4.87176 0.02074 -0.39488 -2.84 0.92 0.54
H 3.09119 0.22882 -2.49265 -1.08 0.71 2.59
H 1.24426 -0.36199 2.65480 0.97 1.16 -2.04
```
Positions in Å, forces in eV/Å.

Computed properties:
E in a.u.: -1504.7094
F_max in eV/A: 9.3
HOMO level in Ha: -0.402
HOMO-LUMO gap in eV: 8.2
ΔE to the lowest compared entry with this formula, charge and spin in eV: 9.0671
LUMO energy in eV: -2.7470
SMILES: O=C1C=CC(=O)C(S(=O)(=O)C(F)(F)C(F)(F)F)=C1

Atomic partial charges in e from the natural (NBO) method, atoms 1 to 8:
1. O -0.475
2. C 0.492
3. C -0.257
4. C -0.240
5. C 0.495
6. O -0.479
7. C -0.296
8. S 1.853

=====

Here is a structure of composition C4H8Cl from the Open Molecules 2025 dataset. Energies are from the ωB97M-V functional and the def2-TZVPD basis.

```
13
Properties=species:S:1:pos:R:3:forces:R:3
Cl 1.15005 1.72130 1.71609 2.09 1.02 2.01
H -0.44136 1.32276 0.85801 -2.29 -0.95 -2.27
C -0.65077 0.78205 -0.14711 0.47 0.70 1.13
C -1.04267 -0.69032 0.03967 0.13 -0.05 0.16
C 0.43900 -1.09228 -0.17058 -0.09 -0.15 0.11
C 0.79540 0.36037 -0.48322 -2.08 -0.45 -0.53
H -1.21059 1.38158 -0.85741 0.03 0.10 -0.04
H -1.43347 -0.92845 1.03256 -0.12 -0.07 -0.25
H -1.69867 -1.06923 -0.74115 -0.07 -0.08 0.09
H 0.90243 -1.45443 0.74448 0.15 -0.25 -0.13
H 0.61476 -1.76375 -1.00479 0.18 -0.22 0.06
H 1.21006 0.65337 -1.42369 0.71 0.18 -0.34
H 1.36583 0.77705 0.43715 0.89 0.22 0.00
```
Positions in Å, forces in eV/Å.

Computed properties:
E in a.u.: -617.2605
F_max in eV/A: 3.4
2S+1: 2
HOMO level (spin up / spin down) in Ha: -0.363 / -0.360
HOMO-LUMO gap (spin up / spin down) in eV: 11.0 / 7.1
ΔE to the lowest compared entry with this formula, charge and spin in eV: 1.8907
LUMO energy (spin up / spin down) in eV: 1.1377 / -2.6887

Atomic partial charges in e from the Löwdin method, atoms 1 to 8:
1. Cl 0.349
2. H -0.038
3. C -0.255
4. C -0.173
5. C -0.164
6. C -0.226
7. H 0.101
8. H 0.102

=====

Here is a structure of composition C10H30BrCuN6O4 from the Open Molecules 2025 dataset. Energies are from the ωB97M-V functional and the def2-TZVPD basis.

```
52
Properties=species:S:1:pos:R:3:forces:R:3
Cu -2.08334 -3.28071 2.35780 -0.06 1.70 0.64
Br -1.08658 -0.73566 1.23365 -0.04 -0.81 -0.10
C -4.49110 1.59022 0.53358 -2.27 0.94 -1.58
O -5.60780 2.09226 0.35624 0.97 -0.66 0.76
N -4.17428 0.48858 1.17813 -2.37 -1.78 2.34
N -3.40870 1.97537 -0.07978 3.32 3.07 -2.89
H -4.99882 0.28980 1.72651 0.67 -1.14 0.75
H -3.20313 0.27866 1.35952 -0.43 -0.52 0.35
H -2.49559 1.64600 0.19923 -0.21 0.14 -0.15
H -3.46378 2.77101 -0.69947 0.07 -0.07 0.28
C -3.30551 -1.35752 4.72341 1.75 -2.34 -1.52
O -2.81957 -2.35147 4.16778 0.59 -1.67 -1.55
N -3.87653 -1.45693 5.84647 -3.54 -1.94 5.77
N -3.20628 -0.15652 4.31866 0.54 4.69 -2.84
H -4.13603 -0.71572 6.48158 0.25 0.18 -0.55
H -4.25684 -2.35012 6.12519 0.40 -0.03 -0.05
H -2.72140 0.00232 3.44701 0.03 0.14 0.08
H -3.94693 0.48424 4.56558 0.40 0.14 -0.11
C 1.29809 -0.32877 -3.97365 0.68 -0.40 0.25
C 0.75590 -0.10478 -2.57355 0.54 -0.54 -1.35
C 0.15248 1.35537 -2.48258 -0.71 0.75 0.42
O -0.69122 1.69999 -3.56237 0.78 -1.01 0.98
C -1.21495 3.00670 -3.43961 -0.32 0.89 -0.66
N -0.27995 -1.08660 -2.31506 -0.81 3.51 -0.05
H 0.49806 -0.14450 -4.69066 0.22 -0.27 -0.15
H 1.70521 -1.33982 -3.98509 -0.34 -0.19 -0.42
H 2.17130 0.27324 -4.22500 -0.29 0.42 0.26
H 1.51209 -0.10682 -1.78852 -0.02 -0.24 0.14
H 0.98763 2.04904 -2.38537 0.72 -0.27 -0.58
H -0.26936 1.44848 -1.48184 -0.97 -0.06 0.04
H -1.60205 3.20288 -2.43973 -0.31 -0.11 -0.09
H -1.93931 3.14291 -4.24264 -0.53 -0.47 0.45
H -0.53800 3.81962 -3.70228 0.90 -0.27 0.36
H -1.01494 -1.09893 -3.00769 0.24 -1.02 -1.48
H -0.85886 -0.81567 -1.53304 0.33 -0.77 2.18
C 2.64623 -2.20738 0.19502 1.98 0.57 -1.46
C 3.41089 -1.14285 1.03293 -1.82 0.23 -0.68
C 3.59919 0.16936 0.24235 -0.17 -0.65 -1.38
O 4.15032 -0.00006 -1.09991 -0.35 0.59 1.49
C 5.52981 -0.13709 -1.12875 1.42 -0.94 -1.33
N 2.58867 -0.82873 2.19109 1.09 0.03 0.64
H 1.68549 -1.88980 -0.21020 -0.20 0.25 0.58
H 2.58651 -3.22770 0.57381 0.00 0.25 0.46
H 3.30028 -2.23877 -0.67638 -0.11 -0.68 -0.55
H 4.38076 -1.51593 1.36195 0.01 -0.13 -0.06
H 4.11502 0.89654 0.86944 0.38 0.05 -0.23
H 2.65514 0.61396 -0.07263 -0.55 -0.07 0.83
H 6.15605 0.66665 -0.74154 -0.49 0.26 0.58
H 5.83333 -0.20892 -2.17317 -0.23 0.20 -0.28
H 5.87360 -1.10307 -0.75889 -0.05 -0.05 0.68
H 2.30804 -1.75910 2.46634 -0.72 0.36 0.74
H 1.79101 -0.27350 1.91622 -0.33 -0.29 0.02
```
Positions in Å, forces in eV/Å.

Computed properties:
Total charge: +1
E in a.u.: -5242.6633
F_max in eV/A: 7.0
2S+1: 2
HOMO level (spin up / spin down) in Ha: -0.414 / -0.414
HOMO-LUMO gap (spin up / spin down) in eV: 7.4 / 3.3
ΔE to the lowest compared entry with this formula, charge and spin in eV: 6.8888
LUMO energy (spin up / spin down) in eV: -3.8578 / -7.9660

Atomic partial charges in e from the natural (NBO) method, atoms 1 to 8:
1. Cu 0.923
2. Br -0.882
3. C 0.749
4. O -0.663
5. N -0.870
6. N -0.839
7. H 0.402
8. H 0.404

=====

Here is a structure of composition C40H59BF3N6O3P2PrS3 from the Open Molecules 2025 dataset. Energies are from the ωB97M-V functional and the def2-TZVPD basis.

```
118
Properties=species:S:1:pos:R:3:forces:R:3
Pr 0.15680 0.60370 -0.44740 0.24 0.30 -1.02
C 4.58210 -2.44950 2.55020 -0.11 0.06 -0.22
C 4.06950 -1.26350 1.73300 -0.12 0.11 -0.27
C 5.24610 -0.43100 1.22120 -0.06 -0.06 -0.12
C 3.22200 -0.36780 2.64500 0.00 -0.03 -0.13
P 2.90400 -1.62180 0.27030 -0.19 -0.86 0.44
C 1.68340 -2.80560 1.09670 0.21 0.06 -0.47
N 0.70570 -2.10360 1.88560 0.10 0.08 -0.35
B 0.07850 -0.84990 1.53790 0.20 -0.75 1.15
N -0.74800 -0.57530 2.69160 -0.14 0.13 -0.11
C -1.55170 0.61350 2.87610 0.08 0.53 -0.21
P -0.42090 2.13550 2.71390 -0.91 -0.01 0.45
C 0.01910 2.41770 4.55230 0.21 -0.07 -0.28
C -1.10220 2.37980 5.58940 0.03 0.01 -0.29
C 0.78930 3.73230 4.68750 -0.11 -0.11 -0.11
C 0.99500 1.27550 4.85930 -0.08 0.08 -0.09
C -1.55840 3.56210 2.12000 0.29 -0.25 0.04
C -2.05640 3.13870 0.73480 0.24 -0.31 0.22
C -2.74520 3.93140 3.00460 0.22 -0.11 -0.09
C -0.65380 4.78210 1.89920 0.07 -0.15 0.07
C -0.66580 -1.60390 3.60180 0.16 -0.54 0.10
C -1.30640 -1.83350 4.80530 -0.07 0.19 -0.04
C -1.03270 -3.00680 5.48990 0.07 -0.17 0.20
C -0.13180 -3.93880 4.99620 -0.09 -0.04 0.23
C 0.52220 -3.72530 3.79550 0.10 -0.02 -0.21
C 0.24960 -2.56110 3.09860 -0.25 0.05 0.29
C 3.70640 -2.84860 -0.94960 -0.15 0.34 0.10
C 4.33630 -4.11820 -0.38070 -0.08 0.30 0.05
C 2.57100 -3.24690 -1.90800 -0.07 0.09 0.29
C 4.74660 -2.06330 -1.75100 -0.09 0.07 0.09
H 5.11680 -2.06440 3.41930 0.05 0.04 0.08
H 5.27040 -3.07830 1.99060 0.02 -0.01 -0.01
H 3.76670 -3.06720 2.92050 -0.03 -0.07 0.10
H 5.72830 0.07860 2.05390 0.03 0.07 0.15
H 4.89910 0.32610 0.51960 0.05 0.15 -0.06
H 6.00460 -1.04230 0.73820 0.04 -0.08 -0.08
H 3.86000 0.07590 3.40820 0.12 0.06 0.11
H 2.44310 -0.94030 3.13960 -0.10 0.04 0.11
H 2.75870 0.43580 2.06600 0.00 -0.02 0.18
H 2.21800 -3.53770 1.70690 -0.09 0.03 -0.11
H 1.17700 -3.33750 0.28140 0.17 -0.14 0.13
H -2.06320 0.57610 3.83720 -0.06 0.08 -0.11
H -2.30110 0.66420 2.07740 -0.06 -0.01 0.23
H -1.84620 3.15380 5.43000 -0.08 0.05 0.02
H -0.65550 2.53850 6.57180 0.01 0.01 0.11
H -1.59890 1.41320 5.61310 -0.08 -0.08 0.05
H 0.12610 4.59350 4.69610 -0.04 0.09 -0.03
H 1.50220 3.83710 3.87180 0.14 0.14 -0.04
H 1.33810 3.73430 5.62870 0.08 -0.01 0.11
H 0.51420 0.30280 4.78590 0.04 -0.10 0.00
H 1.37320 1.38660 5.87540 0.06 0.02 0.13
H 1.83330 1.30750 4.16790 0.13 -0.08 0.00
H -2.74670 2.29690 0.79110 0.00 -0.01 -0.02
H -1.20250 2.86850 0.08710 -0.31 0.29 0.06
H -2.58350 3.96640 0.25730 0.06 0.00 -0.09
H -3.30630 3.05100 3.31050 -0.14 -0.06 0.04
H -3.41610 4.60100 2.46390 -0.08 0.05 -0.04
H -2.40380 4.45700 3.89130 -0.04 0.04 0.15
H 0.26540 4.47830 1.39470 0.06 0.11 -0.10
H -0.38410 5.26470 2.83290 0.04 0.05 0.06
H -1.16380 5.52400 1.28250 -0.06 0.01 -0.07
H -2.01700 -1.12630 5.20520 -0.10 0.09 0.05
H -1.52420 -3.20040 6.42950 -0.11 -0.01 0.13
H 0.05810 -4.84680 5.54900 0.01 -0.06 0.07
H 1.20710 -4.47090 3.41320 0.03 0.02 -0.05
H 3.67480 -4.62280 0.32000 -0.03 -0.10 0.08
H 5.27450 -3.89470 0.11570 0.13 -0.05 0.10
H 4.55090 -4.80580 -1.19870 0.04 -0.10 -0.10
H 1.97890 -4.06510 -1.50030 -0.07 -0.08 0.04
H 3.01630 -3.58550 -2.84310 0.02 -0.02 -0.19
H 1.91600 -2.39290 -2.10230 0.01 -0.12 -0.15
H 5.12140 -2.67940 -2.56670 0.06 -0.07 -0.15
H 5.59230 -1.76210 -1.14060 0.09 -0.02 0.06
H 4.30290 -1.16610 -2.17800 0.01 0.05 -0.09
S 2.54320 2.39410 0.26180 -0.20 -0.25 0.61
C 2.30020 2.52780 -1.39430 0.41 0.24 -0.31
N 1.15480 2.24070 -1.98390 0.34 0.45 0.01
C 1.20310 2.47580 -3.33520 0.17 0.21 -1.00
C 0.14520 2.32290 -4.22830 0.04 0.14 0.27
C 0.35950 2.58420 -5.56620 0.05 0.14 0.07
C 1.61080 2.97510 -6.02960 -0.02 0.04 -0.13
C 2.66850 3.14850 -5.15590 0.02 -0.02 0.04
C 2.45290 2.91250 -3.81350 -0.19 0.03 0.21
S 3.57170 3.07300 -2.48550 -0.53 -0.27 0.02
H -0.82210 2.01130 -3.85620 -0.04 -0.03 0.01
H -0.45590 2.46730 -6.26480 -0.04 -0.01 -0.08
H 1.76350 3.14010 -7.08490 0.00 0.04 -0.12
H 3.64800 3.44390 -5.49930 0.05 0.07 -0.14
F -5.11590 -0.11630 -1.04260 0.24 -0.04 0.11
C -4.25020 0.78530 -1.53130 -0.25 -0.04 0.01
F -4.38130 0.74580 -2.86880 0.24 -0.04 -0.19
F -4.67570 1.99190 -1.13330 0.16 0.08 0.10
C -2.76630 0.52580 -1.08400 -1.69 -0.33 0.14
O -1.91560 1.17970 -1.69510 0.69 0.81 -0.59
O -2.59310 -0.29280 -0.18010 0.50 -0.04 0.40
S 2.42870 -0.57590 -4.26380 0.47 0.18 0.01
C 1.06830 -1.12370 -4.99170 0.68 -0.69 0.54
N 0.70910 -2.46700 -4.81820 -0.24 0.37 -0.18
C -0.44730 -2.95830 -5.29230 -0.25 0.00 -0.22
C -1.28420 -2.15140 -6.00560 0.08 0.04 0.06
C -0.84880 -0.81390 -6.21000 -0.12 -0.62 0.06
N 0.26300 -0.34810 -5.74330 -0.26 0.40 -0.38
H 1.33450 -3.02660 -4.24860 -0.08 0.13 -0.07
H -0.66630 -3.99440 -5.07310 0.03 -0.03 -0.01
H -2.22410 -2.49990 -6.39410 -0.08 -0.14 -0.04
H -1.45640 -0.11850 -6.77620 -0.12 0.02 -0.13
C -1.99150 -3.17340 -1.19940 0.16 -0.05 0.26
N -2.26020 -2.37050 -2.37410 0.24 0.09 0.14
C -3.56840 -2.53780 -2.96030 -0.19 0.04 -0.14
C -1.42500 -1.40390 -2.73790 -0.60 -0.17 -0.67
O -0.34430 -1.17130 -2.20100 0.60 0.23 0.59
H -2.61450 -2.83250 -0.37050 0.00 -0.04 0.00
H -0.94680 -3.05730 -0.91400 -0.08 -0.05 -0.02
H -2.20930 -4.21750 -1.42750 0.03 -0.01 0.05
H -4.33910 -2.31220 -2.21880 0.03 0.02 -0.06
H -3.69620 -3.57330 -3.28520 0.00 0.06 -0.05
H -3.68870 -1.86800 -3.81080 0.00 -0.02 0.01
H -1.76390 -0.83060 -3.61860 0.04 -0.03 0.28
```
Positions in Å, forces in eV/Å.

Computed properties:
E in a.u.: -4832.8081
F_max in eV/A: 1.7
2S+1: 3
HOMO level (spin up / spin down) in Ha: -0.261 / -0.258
HOMO-LUMO gap (spin up / spin down) in eV: 6.6 / 6.6
ΔE to the lowest compared entry with this formula, charge and spin in eV: 0.2445
LUMO energy (spin up / spin down) in eV: -0.4591 / -0.4589

Atomic partial charges in e from the Löwdin method, atoms 1 to 8:
1. Pr 0.947
2. C -0.074
3. C -0.669
4. C -0.100
5. C -0.125
6. P 1.177
7. C -0.279
8. N -0.045

=====

Here is a cluster of 2 separate species, C2H6N2O3 in total from the Open Molecules 2025 dataset. Energies are from the ωB97M-V functional and the def2-TZVPD basis.

```
13
Properties=species:S:1:pos:R:3:forces:R:3
N -1.36219 1.53794 -0.76565 1.82 -0.56 -1.34
C -1.28567 0.84921 0.50842 -0.84 1.25 -1.68
C -0.94739 -0.42172 0.55593 0.02 -1.74 2.18
O -0.51737 -1.28820 -0.43536 -0.53 0.80 -0.79
H -1.28780 2.54876 -0.81441 -0.39 -0.09 0.97
H -0.57980 1.28925 -1.45734 -1.46 -0.05 1.57
H -1.81387 1.32630 1.35108 0.78 -0.28 -0.46
H -0.90940 -1.00002 1.50502 -0.34 0.84 -0.69
H -0.59381 -0.85749 -1.29761 -0.08 -0.16 -0.02
O 3.82308 -0.56860 0.21259 -2.96 -0.73 0.34
N 2.77248 -0.99351 -0.18668 1.50 0.22 -0.62
O 1.69605 -1.02524 0.68439 3.22 0.91 1.35
H 1.00570 -1.39669 0.13962 -0.75 -0.42 -0.81
```
Positions in Å, forces in eV/Å.

Computed properties:
E in a.u.: -414.8966
F_max in eV/A: 3.6
HOMO level in Ha: -0.320
HOMO-LUMO gap in eV: 9.2
ΔE to the lowest compared entry with this formula, charge and spin in eV: 5.4161
LUMO energy in eV: 0.5001
SMILES: N/C=C\O.O=NO

Atomic partial charges in e from the natural (NBO) method, atoms 1 to 8:
1. N -0.850
2. C -0.106
3. C 0.053
4. O -0.705
5. H 0.385
6. H 0.354
7. H 0.224
8. H 0.197

=====

Here is a cluster of 2 separate species, H3N3 in total from the Open Molecules 2025 dataset. Energies are from the ωB97M-V functional and the def2-TZVPD basis.

```
6
Properties=species:S:1:pos:R:3:forces:R:3
N 1.08420 -0.11234 0.91917 -1.79 0.47 -1.86
N 0.03394 0.43199 0.91186 1.40 0.01 2.40
N -0.52906 0.12264 -1.07232 -1.12 1.02 -2.96
H 1.54181 -0.10916 1.79039 1.30 -0.11 2.29
H -1.45951 0.51335 -1.29587 0.25 0.05 0.26
H -0.67139 -0.84649 -1.25323 -0.03 -1.43 -0.13
```
Positions in Å, forces in eV/Å.

Computed properties:
E in a.u.: -165.8782
F_max in eV/A: 3.3
2S+1: 3
HOMO level (spin up / spin down) in Ha: -0.270 / -0.377
HOMO-LUMO gap (spin up / spin down) in eV: 8.7 / 9.3
ΔE to the lowest compared entry with this formula, charge and spin in eV: 0.4575
LUMO energy (spin up / spin down) in eV: 1.3153 / -0.9052

Listed below, in e, are the natural (NBO) charges computed for each atom:
1. N -0.336
2. N 0.024
3. N -0.602
4. H 0.326
5. H 0.296
6. H 0.291

=====

Question: Which of these has the highest E?
Answer: H3N3